Entry 1:
50
Properties=species:S:1:pos:R:3:forces:R:3:lowdin_charge:R:1 method="wB97M-V/def2-TZVPD" gap_ha=0.1588 total_charge=-1 e_homo_ev=-4.094 lumo_ev=0.2 energy_ha=-2592.709092
C 4.47710 -4.25539 1.26507 -0.2 0.2 -0.1 -0.108
C 3.45972 -4.11963 2.21530 -0.1 0.2 -0.1 -0.101
C 2.34638 -3.31023 1.95081 0.4 -0.2 -0.2 -0.082
C 2.24959 -2.62626 0.73145 0.2 -0.2 0.2 -0.265
P 0.80856 -1.58626 0.30828 -0.2 1.6 0.2 0.634
C -0.60655 -2.69569 0.60446 -0.2 -0.1 -0.1 -0.274
C -1.58327 -2.39809 1.56118 -0.1 -0.5 -0.1 -0.080
C -2.68782 -3.24684 1.71254 0.1 0.0 -0.2 -0.097
C -2.83034 -4.37031 0.89057 0.2 0.2 0.0 -0.107
C -1.86291 -4.64702 -0.08408 0.1 0.2 0.0 -0.099
C -0.75677 -3.80703 -0.23570 -0.4 -0.2 0.4 -0.080
C 0.69916 -0.24002 1.43239 0.4 -1.1 -0.1 -0.289
C 0.36099 1.00499 0.94492 -0.2 1.5 -0.1 -0.366
N 0.09277 2.10326 0.60869 0.2 -1.3 0.1 0.121
O 0.84592 -1.16547 -1.12497 0.0 -0.4 -0.1 -0.364
C 3.27796 -2.74939 -0.21347 0.0 -0.2 0.2 -0.075
C 4.37933 -3.56893 0.04894 -0.1 0.0 0.2 -0.097
H 5.34142 -4.89143 1.46978 -0.3 0.2 -0.1 0.094
H 3.52649 -4.64850 3.16694 0.0 0.1 -0.2 0.094
H 1.55243 -3.22065 2.69450 0.2 0.0 -0.2 0.107
H -1.47531 -1.50313 2.17779 0.0 -0.3 -0.2 0.094
H -3.44120 -3.01664 2.46722 0.1 -0.1 -0.2 0.095
H -3.69846 -5.02337 0.99956 0.2 0.2 0.0 0.093
H -1.97070 -5.51253 -0.73789 0.0 0.2 0.2 0.094
H -0.01132 -4.00643 -1.00923 -0.2 0.1 0.2 0.110
H 1.06290 -0.32694 2.45662 -0.1 0.1 -0.3 0.045
H 3.19970 -2.21122 -1.16018 -0.1 -0.1 0.3 0.103
H 5.16474 -3.67080 -0.70012 -0.2 0.0 0.2 0.095
O 0.98257 5.61031 -3.00408 -0.4 -0.6 -0.1 -0.282
S 0.38766 4.30643 -3.16654 -0.1 -0.3 0.3 0.783
O -0.18500 3.85744 -4.41293 0.3 0.3 0.6 -0.284
C 1.75401 3.06484 -2.76360 0.0 -0.5 0.5 -0.618
F 2.69728 3.17833 -3.71717 -0.5 -0.1 0.6 0.128
F 2.29129 3.34041 -1.55770 -0.4 -0.2 -1.1 0.133
F 1.25449 1.81565 -2.76397 0.5 1.2 0.0 0.140
C -0.79715 4.01362 -1.84560 -0.9 -1.4 -0.7 -0.246
C -1.73847 2.98278 -1.99789 1.1 0.7 -0.6 0.077
C -2.62343 2.76733 -0.94523 -1.1 -0.9 0.4 -0.118
N -3.61764 1.80691 -0.82269 0.8 0.8 0.4 -0.141
O -4.06662 0.95935 -1.57177 0.3 0.7 0.8 0.084
O -4.13198 1.96392 0.50324 0.6 -0.2 -1.4 0.046
N -3.47615 2.96196 1.16962 1.3 1.0 -1.6 0.142
C -2.58130 3.46824 0.27391 -0.9 -0.5 2.2 -0.161
C -1.59273 4.50768 0.41971 0.8 -0.1 -1.9 -0.086
N -1.40367 5.27161 1.62502 0.6 1.6 1.9 -0.306
O -2.05470 5.01231 2.65427 0.9 0.1 -2.2 0.075
O -0.56315 6.20176 1.57385 -1.4 -1.6 0.1 0.035
C -0.72316 4.75940 -0.66086 -0.9 0.0 2.0 0.034
H -1.78737 2.34956 -2.88186 0.1 0.2 0.1 0.143
H 0.05471 5.51007 -0.54910 -0.2 -0.1 0.0 0.131

Entry 2:
45
Properties=species:S:1:pos:R:3:forces:R:3:lowdin_charge:R:1 method="wB97M-V/def2-TZVPD" de_lowest_kcal_mol=50.9 gap_ha=0.1637 total_charge=-2 e_homo_ev=-0.470 lumo_ev=4.0 energy_ha=-2513.825327
Pd 1.63551 -1.19455 0.33433 0.3 -0.8 -1.1 0.503
S 3.47798 -3.51909 0.41032 0.1 0.1 -0.1 0.359
C 2.67369 -2.54446 1.55442 0.5 -0.7 0.8 -1.452
S 1.11033 -2.99494 2.18450 -0.3 0.0 0.2 0.387
C 3.33026 -1.38397 2.15363 -0.6 -0.2 -0.2 -0.466
C 2.44581 -0.38049 2.61286 0.1 0.5 1.0 -0.394
N 1.72115 0.41894 3.05653 0.3 0.1 -0.1 0.081
C 4.70992 -1.15174 2.13827 0.3 0.1 0.0 -0.325
N 5.85217 -0.94879 2.18988 -0.1 0.0 0.0 0.069
N -3.22455 6.68187 1.08416 0.0 -0.1 0.0 0.114
C -2.48841 5.81723 0.88253 -0.4 0.4 0.1 -0.224
C -1.56473 4.77353 0.62941 0.6 -0.6 -0.1 -0.263
C -0.23990 5.08027 0.28104 -0.3 0.1 0.2 -0.046
C 0.67154 4.08174 0.03860 0.1 -0.1 0.0 -0.010
C 0.29276 2.73080 0.11997 0.0 0.1 0.0 -0.190
C -1.02970 2.42241 0.47308 0.1 -0.2 -0.1 0.006
C -1.93619 3.42348 0.72623 -0.1 0.3 0.0 -0.030
N 1.18969 1.73822 -0.17481 0.2 0.3 -0.1 -0.047
C 2.57841 1.83013 -0.11814 0.3 0.0 -0.3 -0.094
C 3.07506 0.74919 -0.77340 -0.1 0.7 -0.1 -0.160
N 2.04536 -0.01576 -1.31423 0.0 0.0 0.0 -0.057
C 0.91652 0.53183 -0.83748 -0.4 0.0 0.0 -0.272
H 0.05330 6.11972 0.20528 0.0 0.0 0.0 0.110
H 1.68198 4.33045 -0.25463 0.0 0.0 0.0 0.103
H -1.30827 1.38183 0.57605 0.0 0.0 0.1 0.090
H -2.94736 3.17766 1.02429 0.0 0.0 0.0 0.114
H 3.07172 2.59855 0.44963 0.0 -0.1 0.1 0.108
H 4.10441 0.47925 -0.94089 0.0 -0.1 0.2 0.101
H -0.04578 0.37322 -1.30300 -0.1 0.1 0.1 0.106
N -1.40645 -0.80956 1.78095 0.2 0.3 0.1 0.089
C -1.71210 -1.60088 0.73511 -0.4 -0.4 -0.6 -0.699
N -0.90036 -1.90993 -0.21186 -0.3 0.2 0.1 0.053
C -1.48381 -2.66928 -1.18841 -0.4 -0.1 0.1 -0.306
C -0.82691 -3.16856 -2.30933 0.0 0.0 0.0 -0.004
C -1.54756 -3.91074 -3.22921 0.0 0.1 0.0 -0.106
C -2.90746 -4.15797 -3.04546 -0.1 -0.1 0.0 -0.131
C -3.57350 -3.68099 -1.92494 0.0 0.0 0.0 -0.125
C -2.85484 -2.94296 -0.99952 0.1 0.0 0.0 -0.495
S -3.38816 -2.23070 0.50118 0.3 0.1 0.1 0.999
H -0.39221 -0.75155 1.94008 0.0 -0.1 0.1 0.023
H -1.96012 -0.88494 2.61659 0.0 -0.1 0.0 0.092
H 0.23290 -2.96866 -2.40811 0.0 0.0 0.0 0.116
H -1.04900 -4.30283 -4.10716 0.0 0.0 0.0 0.092
H -3.45466 -4.73822 -3.77912 0.0 0.0 0.0 0.085
H -4.62844 -3.87872 -1.77922 0.0 0.0 0.0 0.093

Entry 3:
46
Properties=species:S:1:pos:R:3:forces:R:3:lowdin_charge:R:1 method="wB97M-V/def2-TZVPD" gap_ha="0.1099 / 0.1105" total_charge=+1 e_homo_ev="-10.146 / -10.154" lumo_ev="-7.2 / -7.1" energy_ha=-4133.720583
Au -0.12741 0.00374 -0.14402 -0.7 -0.4 -0.4 1.345
O -5.99005 1.20114 -3.92687 -1.1 0.4 -0.3 0.062
C -5.63728 0.05834 -3.80966 2.3 0.0 0.5 -0.620
O -5.74145 -1.08844 -4.15401 -1.1 -0.4 -0.5 0.074
C -4.16593 0.09988 -2.82249 -1.5 0.1 -0.6 -0.017
C -3.76099 1.32759 -2.34201 0.5 -0.9 0.2 0.027
C -2.61086 1.33272 -1.57498 0.7 0.5 0.6 -0.071
N -1.94326 0.20311 -1.32411 0.9 -0.1 0.6 0.007
C -2.35770 -0.96883 -1.80099 0.5 -0.6 0.2 -0.156
C -3.49965 -1.07337 -2.58007 0.7 0.9 0.6 0.087
C -1.51789 -2.19008 -1.44762 -2.1 0.0 -1.4 -0.543
O -1.85350 -3.26733 -1.86101 0.9 0.4 0.7 0.173
O -0.47456 -1.93690 -0.70414 1.4 1.0 1.1 -0.121
H -4.31111 2.23123 -2.55307 0.0 0.1 0.0 0.128
H -2.20926 2.24321 -1.15183 0.0 0.0 0.0 0.113
H -3.81339 -2.03661 -2.95391 0.0 -0.1 0.0 0.147
C 2.41191 -1.49951 1.42996 0.1 -0.3 0.0 -0.002
O 1.78745 -0.25158 1.08087 -0.9 -0.3 -0.7 -0.199
C 2.20613 0.91030 1.67230 -0.1 0.6 0.1 -0.198
C 3.29374 0.98667 2.50222 0.1 -0.1 0.0 -0.028
C 3.65201 2.22235 3.04787 0.2 -0.1 0.1 -0.671
Br 5.14364 2.32656 4.19597 -0.1 0.0 -0.1 0.815
C 2.92970 3.34260 2.75483 -0.2 0.1 -0.1 -0.064
C 1.81183 3.26189 1.90309 0.1 -0.1 0.0 -0.056
C 1.41574 2.03592 1.34601 0.6 -0.3 0.4 -0.253
O 0.35981 1.92675 0.55827 -0.8 -0.7 -0.7 -0.212
C 1.05565 4.45232 1.59843 -0.2 0.4 -0.1 -0.155
N -0.02791 4.49302 0.82322 0.0 0.0 0.0 0.215
C -0.50936 5.79738 0.73591 0.0 -0.1 0.0 -0.147
C -1.58999 6.35049 0.06531 -0.1 0.0 -0.1 0.009
C -1.77377 7.71306 0.20451 0.0 -0.1 0.0 -0.051
C -0.91055 8.49486 0.98443 0.0 0.0 0.0 -0.051
C 0.16527 7.94141 1.65146 0.0 0.1 0.0 0.010
C 0.34514 6.57424 1.50852 0.0 -0.1 0.0 -0.153
N 1.30242 5.69926 2.02459 0.0 0.0 0.0 0.213
H 3.45589 -1.49014 1.12078 0.0 0.1 0.0 0.113
H 1.87019 -2.26609 0.88547 0.0 0.0 0.0 0.098
H 2.32812 -1.67112 2.50228 0.0 0.1 0.0 0.115
H 3.87743 0.10921 2.74060 0.0 0.0 0.0 0.115
H 3.22906 4.28687 3.18952 0.0 0.0 0.0 0.108
H -0.35890 3.62874 0.40443 -0.1 0.1 0.0 0.142
H -2.25833 5.75059 -0.53782 0.0 0.0 0.0 0.120
H -2.60356 8.18801 -0.30077 0.0 0.0 0.0 0.118
H -1.09173 9.55769 1.06532 0.0 0.0 0.0 0.118
H 0.83029 8.54699 2.25283 0.0 0.0 0.0 0.124
H 2.06556 5.96374 2.62361 0.0 0.0 0.0 0.173

Entry 4:
44
Properties=species:S:1:pos:R:3:forces:R:3:mulliken_spin:R:1 method="wB97M-V/def2-TZVPD" de_lowest_kcal_mol=9.3 gap_ha="0.2144 / 0.1516" multiplicity=6 total_charge=+2 e_homo_ev="-12.470 / -14.539" lumo_ev="-6.6 / -10.4" energy_ha=-4233.439268 s_squared=8.8147
Ir 0.01441 -0.05626 -0.04560 -0.4 -0.7 0.0 1.473
N 7.48272 7.02144 0.07868 -0.1 -0.1 0.0 0.230
C 6.62003 6.25203 0.06417 -0.1 0.2 -0.1 0.006
C 5.54482 5.33521 0.02571 0.2 0.1 0.0 0.205
C 5.38507 4.50210 -1.11444 -0.2 -0.3 -0.1 0.041
C 4.41033 3.54544 -1.10875 0.6 0.2 -0.1 0.097
C 3.53404 3.42084 0.00080 -0.7 -0.5 0.0 0.073
C 3.67639 4.29386 1.11358 0.1 0.7 0.1 0.100
C 4.66338 5.23784 1.13283 -0.3 -0.2 0.2 0.030
C 2.47548 2.40207 -0.00371 0.2 0.3 -0.1 0.387
C 2.85628 1.05097 0.06900 -0.4 -0.6 -0.3 0.262
C 4.20515 0.55820 0.13954 0.3 -0.6 0.1 0.188
C 4.13206 -0.79644 0.37676 0.4 0.6 -0.1 0.012
C 2.77534 -1.11867 0.41940 -0.2 0.0 0.1 0.384
N 1.98526 -0.00681 0.21124 1.7 0.3 0.1 -0.015
C 1.11749 2.81926 -0.02681 0.0 -0.1 0.3 0.279
C 0.66402 4.18830 -0.06262 -0.3 0.0 0.0 0.124
C -0.70164 4.15158 -0.12377 0.3 0.2 0.0 0.068
C -1.06296 2.79239 -0.12587 -0.3 0.0 0.0 0.395
N 0.04299 1.98148 -0.06922 0.3 0.3 0.0 0.010
H 6.03687 4.62682 -1.96865 0.0 0.0 0.0 -0.001
H 4.28307 2.90358 -1.97030 -0.1 0.0 0.1 -0.001
H 3.00552 4.20147 1.95750 0.0 -0.1 0.0 -0.002
H 4.79067 5.89008 1.98601 0.1 0.0 0.0 -0.001
H 5.09696 1.15214 0.02381 0.0 0.0 0.1 0.003
H 4.95239 -1.48047 0.51768 0.0 0.0 0.0 0.003
H 2.35137 -2.08981 0.61055 -0.1 0.0 0.0 0.054
H 1.30204 5.05725 -0.05622 0.0 0.0 0.0 -0.001
H -1.38313 4.98491 -0.16220 0.0 0.0 0.0 0.003
H -2.06129 2.39555 -0.15046 -0.1 -0.2 0.0 0.057
O -4.02726 1.04899 -0.26182 -0.2 0.1 0.1 0.018
S -3.36131 -0.22886 -0.28845 1.0 0.1 0.0 -0.005
N -1.84332 -0.14403 -0.17199 -2.0 -0.1 -0.3 0.488
Br 0.93822 -1.85559 -2.57203 -0.2 0.0 0.3 0.053
C 0.38132 -2.88938 -1.08891 0.0 0.3 0.0 -0.010
C 0.39304 -4.26753 -1.14392 0.0 0.0 0.0 -0.001
C -0.03508 -4.96913 -0.02637 0.0 0.1 0.0 0.001
C -0.46241 -4.26561 1.09202 0.0 -0.1 0.0 0.001
C -0.43603 -2.88831 1.06321 0.0 0.0 0.2 -0.002
N -0.00714 -2.19735 -0.00692 0.2 0.2 -0.2 0.003
H 0.72955 -4.77386 -2.03646 0.0 0.0 0.0 -0.001
H -0.03670 -6.05065 -0.03330 0.0 0.0 0.0 0.000
H -0.80622 -4.77899 1.97807 0.0 0.0 0.0 0.000
H -0.75683 -2.30154 1.91345 0.0 0.0 0.0 -0.007

Entry 5:
42
Properties=species:S:1:pos:R:3:forces:R:3:lowdin_charge:R:1 method="wB97M-V/def2-TZVPD" de_lowest_kcal_mol=67.7 gap_ha=0.2763 total_charge=0 smiles="CNC(=O)c1cc(-c2ncco2)nc2ccc(-c3ccc4scnc4c3)cc12" e_homo_ev=-7.957 lumo_ev=-0.4 energy_ha=-1576.247186
C -1.12819 4.45668 2.68480 -3.2 -3.1 1.2 -0.035
N -1.43767 3.09387 2.17398 -1.3 -0.8 0.8 0.032
C -0.64081 2.55449 1.19642 -4.1 -1.8 -0.3 -0.494
O 0.27639 3.14532 0.82454 6.1 3.5 -1.3 0.141
C -1.08917 1.53885 0.13901 -2.9 0.3 -0.1 -0.034
C -2.27754 1.86879 -0.47428 -0.8 0.8 1.6 0.042
C -2.93779 0.93988 -1.30452 0.6 -1.4 -0.3 -0.138
C -4.39629 1.04726 -1.73272 -0.3 -2.4 -1.7 -0.254
N -4.90259 0.05379 -2.45199 1.8 0.5 -0.1 0.115
C -6.03947 0.51295 -2.98557 -2.6 1.6 2.3 -0.139
C -6.39884 1.73091 -2.37995 1.1 -1.6 -1.7 -0.051
O -5.28269 2.04513 -1.61982 -0.1 1.8 0.3 0.038
N -2.30860 -0.19098 -1.66065 -3.2 1.2 -0.1 0.176
C -1.08817 -0.49154 -1.18513 -2.6 0.0 -2.7 -0.273
C -0.55562 -1.68104 -1.65075 1.4 -1.9 -0.1 0.022
C 0.73275 -2.08779 -1.26378 -2.4 -0.7 -0.9 -0.020
C 1.41598 -1.24966 -0.40263 -0.4 2.3 1.0 -0.166
C 2.73595 -1.73577 0.04192 2.3 -0.6 1.5 -0.124
C 3.87238 -0.81688 0.10041 -2.6 0.2 -0.4 -0.037
C 5.08474 -1.18844 0.53899 1.3 -0.2 -0.2 -0.098
C 5.16697 -2.53031 0.90694 4.9 2.6 1.5 -0.477
S 6.58633 -3.18099 1.74586 -0.6 -0.6 -1.3 1.040
C 5.73650 -4.69874 1.64443 0.6 -0.7 2.3 -0.453
N 4.49699 -4.69261 1.32868 1.2 -1.5 -0.1 0.075
C 4.23424 -3.45993 0.88172 -4.0 -0.2 -1.0 -0.425
C 2.97068 -3.09751 0.47311 -2.4 3.1 -1.7 0.068
C 0.80297 0.01559 0.00232 3.4 -1.8 0.9 0.077
C -0.46326 0.39642 -0.40583 3.3 0.9 3.3 -0.154
H -1.82218 4.66184 3.50747 0.4 -0.3 0.1 0.098
H -0.16491 4.52180 2.96491 3.3 0.2 1.2 0.045
H -1.33400 5.19238 2.02170 -0.5 2.0 -2.7 0.051
H -2.19621 2.56240 2.64096 1.0 0.6 -0.8 0.152
H -2.80808 2.77535 -0.12743 0.2 -0.6 -0.3 0.133
H -6.77632 -0.11663 -3.44397 0.2 -0.2 -0.7 0.097
H -7.28264 2.39107 -2.62062 1.6 -0.5 1.0 0.134
H -1.23563 -2.28069 -2.27132 0.6 0.3 0.2 0.126
H 1.14004 -3.09179 -1.55112 -0.4 1.2 0.1 0.132
H 3.73531 0.22357 -0.16282 -0.3 0.0 -0.3 0.112
H 5.97780 -0.50256 0.51156 -1.2 -0.9 0.3 0.136
H 6.12579 -5.53624 2.18703 0.5 -0.5 -0.2 0.068
H 2.12042 -3.78444 0.46757 0.5 0.0 0.1 0.126
H 1.35445 0.68621 0.71055 -0.4 -0.8 -0.8 0.134

Entry 6:
48
Properties=species:S:1:pos:R:3:forces:R:3:lowdin_charge:R:1 method="wB97M-V/def2-TZVPD" gap_ha=0.1722 total_charge=-1 e_homo_ev=-4.704 lumo_ev=0.0 energy_ha=-1684.194564
N 3.43504 2.19213 1.83551 -0.2 -1.9 -1.8 0.174
C 3.35280 1.37673 0.99835 0.3 1.7 1.7 -0.180
C 3.34481 0.41057 -0.06653 -1.0 0.1 -1.9 -0.174
C 2.53417 0.60279 -1.20906 0.5 0.7 0.8 0.091
C 2.67633 -0.27730 -2.28758 -0.3 -0.1 -1.2 -0.099
N 2.16776 -0.20235 -3.58586 0.5 0.0 0.9 -0.135
O 1.50950 0.62575 -4.18324 0.7 -1.1 0.6 0.102
O 2.69941 -1.33771 -4.26575 -0.5 1.0 0.7 0.044
N 3.53482 -2.05640 -3.45001 -0.2 1.0 1.9 0.129
C 3.51896 -1.40135 -2.25436 0.9 -1.6 -1.7 -0.135
C 4.32536 -1.62448 -1.06866 -0.9 1.2 0.6 -0.055
N 5.17978 -2.77348 -0.86911 1.6 -1.6 1.0 -0.313
O 5.26289 -3.68643 -1.71185 -0.5 2.1 1.3 0.077
O 5.80797 -2.78988 0.22145 -1.0 -0.1 -2.1 0.026
C 4.23398 -0.69079 -0.02815 0.3 -1.1 -0.8 0.086
H 1.86411 1.45153 -1.32847 0.2 -0.2 0.2 0.136
H 4.88606 -0.80705 0.83529 -0.2 -0.1 -0.2 0.136
C -3.33810 -1.61451 0.20880 -0.1 0.1 0.0 0.018
C -2.01399 -2.37235 0.14912 0.8 -0.1 0.0 -0.539
C -2.25217 -3.83661 -0.22678 0.3 0.3 0.1 0.003
O -1.15042 -1.82817 -0.87296 -0.4 -0.3 0.1 0.047
C -0.51438 -0.63139 -0.60405 0.2 0.6 1.3 -0.463
O -0.23090 0.09502 -1.55081 0.2 -0.1 -0.8 0.021
C -0.22231 -0.30864 0.75146 -1.8 -2.4 -0.2 -0.114
C 0.11896 1.05309 1.18064 0.1 0.8 0.5 -0.129
C -1.08571 1.99663 1.23689 0.7 -0.3 -0.1 -0.166
C -1.78739 2.24273 2.42050 -0.2 0.2 0.0 -0.011
C -2.84858 3.15045 2.42589 0.1 -0.2 0.1 -0.031
C -3.22912 3.79826 1.24374 0.2 -0.1 0.0 -0.257
C -4.32671 4.73283 1.23647 -1.7 1.5 0.0 -0.192
N -5.21879 5.49347 1.21763 1.9 -1.6 0.1 0.119
C -2.52363 3.54263 0.06345 0.1 -0.2 -0.3 -0.031
C -1.46665 2.63410 0.05850 -0.4 0.5 0.0 -0.016
C -0.82983 -1.12923 1.77942 0.4 1.4 -0.5 -0.463
O -0.94016 -0.75737 2.93553 0.0 -0.7 0.3 0.054
O -1.33150 -2.36327 1.41129 -0.6 -0.2 -0.4 0.048
H -3.21556 -0.55670 0.47316 0.1 -0.2 0.0 0.093
H -3.82550 -1.67994 -0.77132 0.1 0.1 0.2 0.093
H -3.99463 -2.09035 0.94756 0.2 0.1 -0.1 0.094
H -1.29031 -4.35188 -0.28326 -0.1 0.1 0.0 0.091
H -2.87843 -4.31872 0.52844 0.1 0.1 -0.1 0.088
H -2.74898 -3.88699 -1.19887 0.1 0.0 0.1 0.088
H 0.53803 0.95806 2.18937 0.1 0.3 -0.2 0.119
H 0.87177 1.45972 0.49741 -0.3 0.2 0.3 0.072
H -1.50075 1.71952 3.33603 -0.1 0.2 -0.3 0.115
H -3.38613 3.36296 3.35159 0.1 -0.1 -0.3 0.114
H -2.79761 4.05667 -0.85739 0.0 -0.1 0.2 0.114
H -0.91427 2.41772 -0.85947 -0.3 0.1 0.3 0.113